Record 1
Entry from the Open Molecules 2025 dataset: the ion C3H8NOS with charge -1 in a non-equilibrium geometry (ωB97M-V/def2-TZVPD).

The gap between HOMO and LUMO is 6.088 eV. Its charge is -1. The multiplicity is 1. The LUMO energy is 3.28 eV. The energy above the lowest of the compared OMol25 structures with the same formula, charge and spin comes out at 46.8 kcal per mole. The SMILES is N[C@H](C[O-])CS.

Last column: Mulliken charge in e.
Element x y z (Å)
N (0.4961, -1.4510, 0.4564)  -0.76
C (-0.2098, -0.2261, -0.0060)  0.25
C (0.0673, -0.0404, -1.5821)  -0.50
O (0.5597, -1.0747, -2.2188)  -0.85
C (0.1847, 1.0415, 0.6883)  -0.90
S (-0.5803, 1.4208, 2.3892)  -0.34
H (1.2211, -1.5976, -0.2417)  0.31
H (-0.2285, -2.1459, 0.3319)  0.30
H (-1.3097, -0.3457, 0.0209)  0.37
H (0.7590, 0.9011, -1.6168)  0.11
H (-0.9231, 0.3767, -1.9421)  0.18
H (-0.1719, 1.8776, 0.0599)  0.38
H (1.2307, 1.0430, 0.9744)  0.36
H (-1.0954, 0.2207, 2.6866)  0.11

=====

Record 2
Entry from the Open Molecules 2025 dataset: a structure of composition C2H5PS in a non-equilibrium geometry (ωB97M-V/def2-TZVPD).

The gap between HOMO and LUMO is 8.380 eV. Its charge is 0. The multiplicity is 1. The LUMO energy is -0.01 eV. The energy above the lowest of the compared OMol25 structures with the same formula, charge and spin comes out at 47.6 kcal per mole.

Last column: Mulliken charge in e.
Element x y z (Å)
C (1.0392, -1.0630, 0.0697)  -0.40
C (-0.1984, -0.6757, -0.5849)  -0.41
P (-0.7989, 1.6966, -0.3477)  -0.03
S (1.1327, -0.9205, -1.7322)  -0.10
H (1.6267, -0.4017, 0.8055)  0.23
H (1.2683, -2.1037, 0.3018)  0.26
H (-1.1594, -1.2066, -0.4949)  0.35
H (-1.1389, 1.4615, 1.0017)  0.05
H (-2.2312, 1.8582, -0.5987)  0.06

=====

Record 3
Entry from the Open Molecules 2025 dataset: the molecule C19H20F3NO3S in a non-equilibrium geometry (ωB97M-V/def2-TZVPD).

The gap between HOMO and LUMO is 9.171 eV. Its charge is 0. The multiplicity is 1. The LUMO energy is 0.49 eV. The SMILES is Cc1ccc(S(=O)(=O)N2CCC(Oc3cccc(C(F)(F)F)c3)CC2)cc1.

Last column: Mulliken charge in e.
Element x y z (Å)
C (7.6894, 1.8966, -1.1639)  -1.43
C (6.3923, 1.3540, -0.6509)  0.99
C (6.3213, 0.0495, -0.1665)  -0.79
C (5.1338, -0.4557, 0.3288)  -0.48
C (4.0102, 0.3489, 0.3390)  -0.30
S (2.4911, -0.3340, 0.9771)  1.54
O (2.7339, -0.9657, 2.2388)  -0.79
O (1.4636, 0.6757, 0.9287)  -0.67
N (2.2252, -1.5699, -0.1417)  0.16
C (1.3920, -2.6443, 0.3574)  -1.22
C (-0.0770, -2.2268, 0.4230)  -0.25
C (-0.5321, -1.7602, -0.9645)  -0.17
O (-1.9144, -1.4454, -1.0340)  -0.42
C (-2.5145, -0.4554, -0.3254)  0.71
C (-1.9251, 0.4675, 0.5370)  -0.04
C (-2.7075, 1.4170, 1.1744)  -1.18
C (-4.0737, 1.4806, 0.9784)  -0.87
C (-4.6603, 0.5599, 0.1197)  0.28
C (-6.1356, 0.6087, -0.1520)  0.96
F (-6.6840, -0.6108, -0.2845)  -0.27
F (-6.4194, 1.2653, -1.2970)  -0.26
F (-6.8309, 1.2319, 0.8115)  -0.28
C (-3.8971, -0.3938, -0.5276)  -0.65
C (0.3746, -0.6545, -1.5185)  -0.36
C (1.8367, -1.1046, -1.4546)  -1.00
C (4.0553, 1.6453, -0.1334)  -0.18
C (5.2485, 2.1446, -0.6280)  -0.79
H (8.2221, 1.1438, -1.7405)  0.37
H (8.3247, 2.1858, -0.3268)  0.30
H (7.5284, 2.7728, -1.7862)  0.36
H (7.2062, -0.5695, -0.1782)  0.38
H (5.0583, -1.4595, 0.7141)  0.45
H (1.5234, -3.5071, -0.3035)  0.42
H (1.7637, -2.8914, 1.3521)  0.49
H (-0.6967, -3.0657, 0.7441)  0.43
H (-0.1726, -1.4276, 1.1563)  0.22
H (-0.4640, -2.6232, -1.6443)  0.36
H (-0.8658, 0.4824, 0.7331)  0.32
H (-2.2293, 2.1213, 1.8373)  0.44
H (-4.6757, 2.2212, 1.4797)  0.45
H (-4.3525, -1.1090, -1.1941)  0.48
H (0.0953, -0.4415, -2.5519)  0.45
H (0.2682, 0.2585, -0.9378)  0.20
H (2.0137, -1.9249, -2.1587)  0.40
H (2.4986, -0.2753, -1.7140)  0.41
H (3.1584, 2.2440, -0.1025)  0.49
H (5.2921, 3.1582, -0.9980)  0.36